# 1
2 unconnected molecules or ions with the total composition C5H6N2, computed with ωB97M-V/def2-TZVPD.

Cartesian coordinates (Å):
C 1.436 2.205 0.468
C 0.563 -1.080 -0.644
C 0.426 1.123 0.348
N 0.804 0.041 -0.225
N 0.474 -2.222 -1.043
C -2.227 -0.705 0.410
C -2.742 -1.746 0.124
H 1.239 -2.697 -1.504
H -1.784 0.230 0.646
H 2.435 1.958 0.100
H 1.051 3.071 -0.074
H 1.490 2.498 1.518
H -3.165 -2.675 -0.125

## Properties
DFT total energy   -303.43064 Ha
Kohn-Sham gap   8.2 eV
HOMO level   -0.2914 Ha

How positive or negative is each atom? The Mulliken charges in e answer that: -0.890 0.549 -0.238 -0.037 -0.504 -0.431 -0.355 0.264 0.446 0.271 0.263 0.271 0.391

# 2
2 unconnected molecules or ions with the total composition C6H17N3, computed with ωB97M-V/def2-TZVPD.

Cartesian coordinates (Å):
C -1.288 -1.805 0.766
C -0.913 -0.365 1.138
N 0.385 -0.262 1.761
N -0.814 0.508 -0.076
C -1.939 0.369 -0.996
C -0.691 1.907 0.351
H -1.168 -2.431 1.649
H -0.619 -2.180 -0.008
H -2.318 -1.895 0.428
H -1.693 0.036 1.817
H 1.134 -0.473 0.978
H 0.458 -0.901 2.544
H -2.903 0.520 -0.494
H -1.932 -0.618 -1.451
H -1.842 1.120 -1.779
H -1.624 2.280 0.792
H -0.434 2.518 -0.513
H 0.103 1.959 1.090
H 1.341 -2.173 -1.329
N 2.130 -1.522 -1.294
C 1.805 -0.347 -0.951
C 2.865 0.710 -0.919
H 0.606 0.080 -0.800
H 2.648 1.483 -1.657
H 2.854 1.203 0.057
H 3.849 0.281 -1.102

## Properties
SMILES   C[C@@H](N)N(C)C.[H]/N=C/C
DFT total energy   -403.00288 Ha
Kohn-Sham gap   8.9 eV
HOMO level   -0.2948 Ha

How positive or negative is each atom? The Mulliken charges in e answer that: -1.382 0.205 -0.580 -0.035 -1.144 -1.270 0.418 0.180 0.396 0.315 0.208 0.284 0.331 0.324 0.398 0.395 0.378 0.389 0.235 -0.797 0.402 -1.098 0.560 0.276 0.236 0.377

# 3
A molecular structure, C6H13O3Pd, computed with ωB97M-V/def2-TZVPD.

Cartesian coordinates (Å):
C 0.960 -2.840 0.249
O -0.306 -2.204 0.170
C -0.802 -1.979 -1.185
C -0.102 -0.802 -1.785
O -0.561 0.315 -0.907
C 0.251 1.465 -0.955
C -0.008 2.285 0.283
O 0.142 1.412 1.403
C 0.119 2.076 2.658
Pd -0.781 -0.332 0.902
H 1.573 -2.448 1.121
H 0.797 -3.927 0.179
H -1.897 -1.869 -1.027
H -0.657 -2.885 -1.792
H -0.533 -0.585 -2.781
H 0.037 2.066 -1.853
H 1.306 1.150 -0.992
H -1.026 2.708 0.289
H 0.719 3.108 0.351
H 0.201 1.311 3.437
H 0.970 2.769 2.725
H -0.821 2.633 2.782
H 1.673 -2.607 -0.554

## Properties
Spin multiplicity   4
DFT total energy   -589.67761 Ha
Kohn-Sham gap (alpha / beta)   4.1 / 6.1 eV
⟨S²⟩   3.758
HOMO level (alpha / beta)   -0.1226 / -0.2815 Ha

How positive or negative is each atom? The Mulliken charges in e answer that: -0.794 -0.146 -0.493 -0.355 -0.216 -0.398 -0.531 -0.119 -1.046 -0.217 0.302 0.287 0.361 0.400 0.299 0.359 0.325 0.343 0.377 0.323 0.255 0.335 0.350

# 4
C19H24N2 in the gas phase, computed with ωB97M-V/def2-TZVPD.

Cartesian coordinates (Å):
C 5.628 0.267 1.935
C 4.631 1.201 1.779
N 3.390 0.930 1.146
C 2.889 -0.267 0.584
C 1.710 -0.078 -0.079
C 1.437 1.324 0.041
C 0.299 1.996 -0.432
C 0.192 3.351 -0.147
C 1.167 4.030 0.598
C 2.325 3.332 1.061
C 2.448 1.951 0.803
C -0.730 1.182 -1.128
C -0.749 -0.313 -0.700
C -1.334 -0.355 0.760
C -1.781 -1.728 1.205
C -2.688 -2.396 0.116
C -4.040 -2.687 0.735
C -2.849 -1.577 -1.159
N -1.564 -1.111 -1.641
C -1.501 -0.893 -3.096
C 0.680 -0.940 -0.732
H 6.581 0.527 2.362
H 5.432 -0.745 1.591
H 4.841 2.179 2.108
H 3.303 -1.258 0.750
H -0.669 3.893 -0.494
H 1.028 5.075 0.765
H 3.075 3.769 1.729
H -1.736 1.622 -1.008
H -0.440 1.245 -2.175
H -2.204 0.320 0.751
H -0.627 0.118 1.463
H -0.849 -2.311 1.300
H -2.294 -1.621 2.176
H -2.174 -3.350 -0.178
H -4.507 -1.796 1.155
H -4.697 -3.078 -0.062
H -3.937 -3.434 1.531
H -3.559 -0.759 -0.929
H -3.339 -2.175 -1.919
H -1.975 0.023 -3.374
H -2.007 -1.664 -3.693
H -0.465 -0.804 -3.488
H 0.672 -1.920 -0.276
H 0.985 -1.071 -1.736

## Properties
SMILES   C=Cn1cc2c3c(cccc31)C[C@]1(CC[C@@H](C)CN1C)C2
DFT total energy   -847.87242 Ha
Kohn-Sham gap   8.4 eV
HOMO level   -0.2759 Ha

How positive or negative is each atom? The Mulliken charges in e answer that: -0.978 0.229 0.293 -0.814 0.301 1.329 0.676 -0.736 -0.900 -0.623 -0.510 -1.427 0.639 -1.105 -1.080 0.967 -1.747 -1.276 0.299 -1.095 -1.546 0.281 0.220 0.213 0.365 0.451 0.401 0.266 0.451 0.462 0.551 0.495 0.278 0.512 0.219 0.373 0.415 0.413 0.245 0.529 0.436 0.337 0.289 0.479 0.424

# 5
C7H8O2 in the gas phase, computed with ωB97M-V/def2-TZVPD.

Cartesian coordinates (Å):
C 1.508 2.091 -0.148
C 0.379 1.130 0.018
C 0.662 -0.294 -0.167
C -0.323 -1.273 -0.142
C -0.151 -2.819 -0.274
O -1.558 -0.867 0.253
C -1.965 0.497 0.536
O -3.141 0.658 0.847
C -0.935 1.498 0.347
H 1.443 2.712 0.729
H 1.531 2.793 -0.953
H 2.500 1.602 -0.128
H 1.648 -0.671 -0.371
H -1.194 -3.204 -0.164
H 0.456 -3.155 0.475
H 0.361 -3.192 -1.285
H -1.222 2.494 0.425

## Properties
SMILES   Cc1cc(C)oc(=O)c1
DFT total energy   -421.98116 Ha
Kohn-Sham gap   8.9 eV
HOMO level   -0.3169 Ha

How positive or negative is each atom? The Mulliken charges in e answer that: -1.282 1.176 -0.561 0.328 -1.082 -0.329 0.191 -0.607 -0.557 0.344 0.318 0.311 0.311 0.341 0.306 0.281 0.511

# 6
2 unconnected molecules or ions with the total composition H4O2, computed with ωB97M-V/def2-TZVPD.

Cartesian coordinates (Å):
O 1.197 1.714 -0.310
H 1.807 1.906 0.402
H 1.427 2.338 -0.998
O -1.721 -2.200 0.085
H -1.333 -2.430 0.929
H -1.377 -1.328 -0.109

## Properties
SMILES   O.O
DFT total energy   -152.86849 Ha
Kohn-Sham gap   12.2 eV
HOMO level   -0.4192 Ha

How positive or negative is each atom? The Mulliken charges in e answer that: -0.634 0.318 0.318 -0.641 0.315 0.325

# 7
2 unconnected molecules or ions with the total composition C4H10O3, computed with ωB97M-V/def2-TZVPD.

Cartesian coordinates (Å):
C -0.073 0.579 0.825
C -0.563 0.861 -0.523
O -0.723 2.291 -0.674
C -1.991 0.468 -0.827
C -2.494 1.124 -2.066
O -3.651 1.515 -2.204
H -0.656 1.037 1.581
H -0.185 -0.524 0.959
H 1.082 0.836 0.990
H 0.126 0.403 -1.234
H -1.687 2.432 -0.911
H -2.469 0.646 0.088
H -2.006 -0.622 -0.967
H -1.726 1.419 -2.810
O 5.661 -3.921 2.929
H 6.131 -3.789 2.074
H 5.223 -4.757 2.770

## Properties
SMILES   C[C@H](O)CC=O.O
DFT total energy   -384.06496 Ha
Kohn-Sham gap   11.0 eV
HOMO level   -0.3782 Ha

How positive or negative is each atom? The Mulliken charges in e answer that: -1.416 0.597 -0.566 -0.871 -0.093 -0.488 0.356 0.332 0.286 0.279 0.377 0.421 0.385 0.402 -0.642 0.324 0.318

# 8
C3H3N3O2 in the gas phase, computed with ωB97M-V/def2-TZVPD.

Cartesian coordinates (Å):
H 2.471 -1.125 1.346
N 1.456 -0.757 1.009
C 1.516 0.134 0.112
N 0.439 1.076 -0.317
O -0.837 0.847 0.137
C -1.228 -0.311 -0.308
O -0.571 -1.185 -0.960
C -2.603 -0.302 0.046
N -3.611 0.043 0.707
H 2.475 0.475 -0.481
H 0.493 1.106 -1.292

## Properties
SMILES   [H]/N=C/NOC(=O)C#N
DFT total energy   -430.71087 Ha
Kohn-Sham gap   10.0 eV
HOMO level   -0.3955 Ha

How positive or negative is each atom? The Mulliken charges in e answer that: 0.281 -0.538 0.105 -0.287 -0.169 0.836 -0.517 0.063 -0.375 0.284 0.317

Let's list ΔE to the lowest compared entry with this formula, charge and spin in order: 5.590; 1.940; 0.325; 1.019; 0.868; 0.175; 2.304; 5.717 eV.